1.
59
Properties=species:S:1:pos:R:3:lowdin_charge:R:1 method="wB97M-V/def2-TZVPD" homo_energy_ev="-2.086 / -2.043" homo_lumo_gap_ha="0.115 / 0.102" de_lowest_kj_mol=191.8 max_force_ev_per_a=4.75 lumo_energy_ev="1.050 / 0.742" charge=-1 spin_multiplicity=2
Ti 0.299 0.335 -0.528 0.739
S 1.786 -2.407 -1.213 0.752
S -0.227 0.888 -3.979 0.824
S 3.620 -0.299 -0.877 0.562
P -1.727 -1.286 -0.467 0.804
F 3.194 -0.422 1.737 0.111
F 1.488 -4.656 1.710 -0.056
F 5.130 -1.157 1.104 0.139
F 3.475 -3.903 2.152 -0.028
F 4.753 0.968 1.165 0.104
F 1.732 -2.876 2.932 -0.054
O 2.442 0.601 -0.851 -0.399
O -1.423 -2.554 -1.400 -0.312
O -2.162 -1.938 0.945 -0.296
O 0.955 -1.477 -0.218 -0.656
O 1.301 -2.079 -2.561 -0.508
O -3.254 -0.903 -0.894 -0.312
O 4.742 0.241 -1.588 -0.282
N 3.328 -1.770 -1.109 -0.373
C -2.236 -3.723 -1.349 -0.086
C -2.230 2.697 -1.422 -0.029
C 0.873 3.558 -1.574 -0.025
C 0.122 1.024 2.819 -0.003
C -1.144 2.286 -0.477 -0.280
C -1.345 1.607 0.751 -0.280
C -0.112 1.584 1.448 -0.251
C 2.201 2.715 1.129 -0.016
C 4.205 -0.227 0.879 -0.658
C -1.114 -2.459 1.784 -0.095
C -3.465 -0.618 -2.278 -0.122
C 2.224 -3.513 1.827 -0.589
C -2.671 1.234 1.344 -0.030
C 0.838 2.303 0.678 -0.270
C 0.219 2.715 -0.524 -0.285
C -0.068 0.648 -2.457 -0.619
H -0.664 0.324 3.100 0.073
H 2.919 2.699 0.313 0.078
H 0.288 3.575 -2.492 0.059
H -1.859 2.814 -2.440 0.052
H 2.576 2.068 1.919 0.074
H -2.649 -0.028 -2.699 0.034
H 1.863 3.168 -1.819 0.089
H -1.978 -4.327 -0.479 0.092
H 1.076 0.499 2.885 0.084
H -2.616 0.333 1.954 0.072
H -3.298 -3.470 -1.305 0.082
H 0.991 4.590 -1.229 0.091
H -1.596 -2.817 2.691 0.096
H -2.025 -4.287 -2.255 0.095
H 2.157 3.735 1.525 0.095
H -0.589 -3.277 1.292 0.072
H -0.382 -1.691 2.026 0.057
H -2.660 3.655 -1.112 0.094
H 0.133 1.824 3.566 0.094
H -3.553 -1.545 -2.849 0.086
H -3.038 1.966 -1.444 0.063
H -4.396 -0.058 -2.352 0.090
H -3.019 2.050 1.986 0.095
H -3.427 1.060 0.582 0.067



2.
135
Properties=species:S:1:pos:R:3:lowdin_charge:R:1 method="wB97M-V/def2-TZVPD" homo_energy_ev=-10.610 homo_lumo_gap_ha=0.207 max_force_ev_per_a=2.88 lumo_energy_ev=-4.973 charge=+1
I 4.402 3.580 -4.203 1.040
F 2.301 5.127 1.031 0.051
O -1.013 7.756 4.737 -0.185
O -4.912 5.316 0.559 -0.190
O 1.610 0.593 -5.652 0.181
O -0.977 4.911 3.993 -0.207
O 7.188 -1.932 -2.315 -0.215
O -6.270 -8.935 0.046 -0.190
O 0.301 -7.065 -0.337 -0.189
O 4.343 4.817 0.295 0.192
O 3.618 0.183 -4.730 -0.036
O 9.762 -2.746 -1.143 -0.190
O -0.530 -4.269 -0.722 -0.210
O -3.593 -7.753 0.351 -0.220
O -4.971 8.162 1.301 -0.198
O 3.619 -3.059 -3.857 0.075
N 1.001 3.314 -1.316 0.141
C -1.709 0.127 -2.538 -0.168
C -6.068 -9.436 1.359 -0.109
C -4.579 -7.274 -0.557 -0.202
C -1.803 -0.881 -1.321 -0.200
C -5.875 7.187 1.811 -0.193
C -5.251 5.795 1.858 -0.188
C -1.140 -0.016 1.996 -0.186
C 2.361 0.780 -4.739 -0.445
C 0.650 1.288 -2.776 -0.041
C 1.501 -0.154 2.366 -0.244
C 2.774 5.061 -1.520 -0.035
C 9.188 -1.455 -0.985 -0.200
C -5.141 8.392 -0.090 -0.111
C 7.665 -1.491 -1.047 -0.200
C 1.883 1.682 -3.531 -0.022
C 10.146 -3.019 -2.484 -0.107
C -0.196 -4.491 -2.084 -0.109
C -1.919 6.785 5.249 -0.192
C -5.996 -7.544 -0.063 -0.199
C 3.214 4.976 -0.021 -0.383
C 3.005 -2.037 -3.655 -0.179
C -0.220 0.034 -3.122 -0.117
C -0.582 -6.368 0.538 -0.186
C -3.557 5.563 0.221 -0.120
C 0.379 5.144 3.644 -0.117
C -1.306 5.391 5.294 -0.191
C 2.139 3.709 -2.029 -0.191
C 1.621 -6.545 -0.318 -0.111
C 6.896 -3.324 -2.342 -0.108
C -1.374 -5.290 -0.189 -0.188
C -3.000 0.887 0.282 -0.197
C -1.182 7.986 3.348 -0.110
C 2.640 2.924 -3.159 -0.485
C 2.687 0.881 2.077 -0.119
C -2.960 -0.583 -0.291 -0.195
C 0.302 2.181 -1.651 0.059
C 3.795 -0.669 -3.576 -0.098
C 0.140 0.582 2.782 -0.194
C -3.117 -9.051 0.011 -0.101
C -1.910 1.223 1.398 -0.204
H 2.618 1.111 0.967 0.053
H -0.776 -0.967 -0.874 0.094
H 0.739 6.117 3.984 0.090
H -0.006 -5.543 -2.301 0.090
H -2.026 1.177 -2.309 0.090
H 0.646 3.869 -0.529 0.176
H 1.010 4.356 4.067 0.089
H -0.716 -0.721 1.238 0.077
H -0.028 -5.951 1.385 0.129
H 2.635 1.800 2.714 0.068
H -5.340 7.475 -0.647 0.082
H -5.936 -10.517 1.291 0.092
H -3.470 5.531 -0.868 0.088
H -2.473 1.690 2.264 0.121
H 3.576 -0.162 -2.590 0.136
H -2.164 7.088 6.270 0.129
H -1.993 -5.724 -0.981 0.117
H -3.913 -9.706 -0.346 0.086
H -0.426 5.369 5.945 0.129
H -0.263 8.432 2.963 0.090
H 9.427 -2.636 -3.211 0.081
H -2.988 -1.372 0.519 0.119
H 9.486 -1.092 0.004 0.126
H -4.018 1.006 0.767 0.116
H 2.122 -6.858 -1.236 0.092
H -6.126 7.488 2.832 0.127
H 0.455 5.111 2.556 0.060
H 2.169 -6.958 0.535 0.091
H -1.739 -0.543 2.797 0.124
H -3.934 -0.727 -0.858 0.121
H -2.682 -9.495 0.908 0.095
H -0.032 0.575 3.890 0.111
H -1.218 2.048 1.036 0.075
H 0.300 1.669 2.493 0.082
H 1.886 -2.147 -3.498 0.113
H -2.396 -0.238 -3.360 0.127
H 7.253 -2.116 -0.248 0.127
H 3.658 0.314 2.192 0.075
H -5.986 5.099 2.274 0.127
H 1.391 -0.760 1.421 0.091
H -6.700 -7.138 -0.796 0.125
H 0.335 -0.850 -2.679 0.107
H -2.921 4.781 0.651 0.075
H -1.005 -4.129 -2.728 0.084
H -2.005 8.692 3.190 0.093
H -2.341 -8.971 -0.756 0.091
H -3.212 6.540 0.566 0.078
H -4.440 -6.190 -0.636 0.115
H -4.373 5.781 2.513 0.116
H 1.644 -5.455 -0.265 0.078
H -2.942 1.696 -0.497 0.087
H 3.557 5.463 -2.206 0.081
H -2.043 -4.807 0.529 0.128
H -6.953 -9.232 1.973 0.090
H -2.848 6.787 4.667 0.118
H -5.964 9.096 -0.250 0.092
H -4.223 8.840 -0.473 0.089
H -5.190 -9.007 1.843 0.081
H -6.802 7.184 1.227 0.128
H 5.898 -3.498 -1.925 0.082
H -2.045 4.700 5.712 0.126
H 10.211 -4.102 -2.601 0.093
H 7.625 -3.919 -1.789 0.086
H -2.030 -1.898 -1.768 0.116
H 9.595 -0.762 -1.729 0.126
H 7.290 -0.473 -0.903 0.119
H -1.384 7.070 2.788 0.070
H -4.422 -7.703 -1.552 0.130
H -1.286 -7.104 0.931 0.108
H 1.915 5.805 -1.558 0.148
H 0.712 -3.924 -2.305 0.071
H 6.899 -3.651 -3.382 0.095
H 4.891 -0.950 -3.537 0.144
H 11.129 -2.582 -2.683 0.090
H 1.736 -0.872 3.195 0.103
H -6.184 -7.043 0.893 0.127
H -0.615 1.931 -1.068 0.117
H -0.214 -0.147 -4.235 0.125



3.
22
Properties=species:S:1:pos:R:3:lowdin_charge:R:1 method="wB97M-V/def2-TZVPD" homo_energy_ev=-12.310 homo_lumo_gap_ha=0.332 de_lowest_kj_mol=143.9 max_force_ev_per_a=2.48 lumo_energy_ev=-3.281 charge=+1
N -0.390 3.209 0.289 0.050
N 1.022 -0.247 0.459 0.180
C 1.274 -2.529 1.271 -0.078
C -1.438 0.037 -1.675 -0.108
C -0.543 2.213 -0.734 -0.209
C 0.301 -1.569 0.624 -0.215
C -1.341 1.102 -0.597 -0.203
H 0.793 -3.508 1.487 0.107
H 1.643 -2.146 2.250 0.096
H 0.414 0.487 0.042 0.076
H 1.787 -0.499 -0.154 0.163
H -0.517 0.005 -2.279 0.085
H -1.732 -0.983 -1.222 0.097
H 0.444 3.758 0.018 0.100
H -0.273 2.757 1.176 0.068
H 0.016 -1.942 -0.373 0.118
H 2.158 -2.707 0.654 0.086
H -2.197 0.267 -2.364 0.057
H -2.052 1.118 0.237 0.120
H -0.603 -1.394 1.192 0.128
H -0.065 2.469 -1.666 0.121
H 1.299 0.101 1.363 0.159